Molecular formula: C38H41BInN9O7S
Method: DFT, ωB97M-V/def2-TZVPD

Structure (XYZ):
```
98
Properties=species:S:1:pos:R:3:forces:R:3
In 1.280 -0.442 1.195 -0.2 -0.1 0.1
O -3.101 -2.952 0.357 0.0 0.0 0.0
C -3.944 -2.336 1.196 0.0 0.0 0.0
C -5.302 -2.320 0.864 0.0 0.0 0.0
C -6.222 -1.692 1.686 0.0 0.0 0.0
C -5.807 -1.068 2.857 0.0 0.0 0.0
C -4.459 -1.086 3.186 0.0 0.0 0.0
C -3.513 -1.707 2.381 0.0 0.0 0.0
C -2.067 -1.656 2.819 0.0 0.0 0.0
O -1.761 -1.091 3.883 0.0 0.0 0.0
N -1.256 -2.275 1.963 0.0 0.0 0.0
N 0.100 -2.134 2.262 0.1 0.0 -0.1
C 0.646 -3.170 2.763 0.0 0.0 0.0
C 2.033 -3.331 3.168 0.0 0.0 0.0
C 2.394 -4.568 3.708 0.0 0.0 0.0
C 3.657 -4.818 4.209 0.0 0.0 0.0
C 4.590 -3.781 4.188 0.0 0.0 0.0
C 4.266 -2.550 3.662 0.0 0.0 0.0
C 2.988 -2.283 3.109 0.0 0.0 0.0
O 2.748 -1.116 2.606 0.1 0.1 0.0
H -2.177 -2.808 0.750 0.0 0.0 0.0
H -5.605 -2.799 -0.059 0.0 0.0 0.0
H -7.270 -1.683 1.404 0.0 0.0 0.0
H -6.522 -0.566 3.497 0.0 0.0 0.0
H -4.086 -0.606 4.083 0.0 0.0 0.0
H -0.004 -4.029 2.941 0.0 0.0 0.0
H 1.639 -5.348 3.734 0.0 0.0 0.0
H 3.909 -5.788 4.618 0.0 0.0 0.0
H 5.585 -3.941 4.592 0.0 0.0 0.0
H 4.984 -1.738 3.653 0.0 0.0 0.0
C 4.779 -1.432 0.240 0.0 0.0 0.0
C 4.415 -0.015 -0.052 0.0 0.0 0.0
C 5.194 0.989 -0.647 0.0 0.0 0.0
C 4.376 2.103 -0.706 0.0 0.0 0.0
C 4.678 3.461 -1.248 0.0 0.0 0.0
N 3.190 1.769 -0.171 0.0 0.0 0.0
N 3.215 0.476 0.225 0.1 0.0 0.0
B 1.844 2.562 -0.217 0.0 -0.1 0.0
N 1.264 2.580 1.227 -0.1 0.1 0.0
N 1.528 1.624 2.166 0.0 -0.1 -0.2
C 0.832 1.939 3.257 0.1 0.0 0.1
C 0.806 1.018 4.430 -0.1 0.0 0.0
C 0.136 3.128 3.043 0.0 0.0 -0.1
C 0.412 3.484 1.731 0.1 0.0 0.1
C -0.120 4.616 0.921 0.0 0.0 0.0
N 0.899 1.929 -1.242 0.0 0.0 0.0
N -0.773 0.211 -1.244 0.0 0.1 0.0
C -1.376 0.639 -2.530 0.0 0.0 0.0
C -3.635 -0.464 -1.909 0.0 0.0 0.0
C -0.683 1.882 -3.019 0.0 0.0 0.0
C 0.310 2.489 -2.343 0.0 0.0 0.0
C 0.820 3.826 -2.802 0.0 0.0 0.0
H 5.631 -1.732 -0.371 0.0 0.0 0.0
H 5.038 -1.557 1.291 0.0 0.0 0.0
H 3.941 -2.097 0.030 0.0 0.0 0.0
H 6.215 0.913 -0.985 0.0 0.0 0.0
H 5.726 3.507 -1.544 0.0 0.0 0.0
H 4.063 3.690 -2.120 0.0 0.0 0.0
H 4.490 4.236 -0.505 0.0 0.0 0.0
H 2.096 3.689 -0.548 0.0 0.0 0.0
H 1.733 0.446 4.481 0.0 0.0 0.0
H 0.671 1.578 5.357 0.0 0.0 0.0
H -0.030 0.316 4.330 0.0 0.0 0.0
H -0.525 3.635 3.727 0.0 0.0 0.0
H -0.745 5.254 1.546 0.0 0.0 0.0
H 0.683 5.218 0.492 0.0 0.0 0.0
H -0.741 4.206 0.121 0.0 0.0 0.0
H -4.054 -0.139 -0.956 0.0 0.0 0.0
H -4.466 -0.786 -2.538 0.0 0.0 0.0
H -2.986 -1.311 -1.690 0.0 0.0 0.0
H -1.011 2.329 -3.944 0.0 0.0 0.0
H 0.318 4.103 -3.728 0.0 0.0 0.0
H 0.620 4.595 -2.054 0.0 0.0 0.0
H 1.899 3.804 -2.970 0.0 0.0 0.0
C -4.074 -1.288 -6.129 0.0 0.0 0.0
C -3.504 -0.415 -5.041 0.0 0.0 0.0
C -4.189 0.634 -4.560 0.0 0.0 0.0
C -3.452 1.399 -3.537 0.0 0.0 0.0
C -2.902 0.686 -2.543 0.0 0.0 0.0
C -1.272 -0.477 -3.621 0.0 0.0 0.0
C -2.137 -0.834 -4.592 0.0 0.0 0.0
S -1.743 0.721 0.189 0.1 0.0 0.0
O -0.690 0.463 1.241 0.0 -0.1 -0.1
O -1.960 2.169 0.031 0.0 0.0 0.0
N 0.600 0.540 -1.085 0.1 0.1 0.0
C 1.447 -0.259 -1.982 0.0 0.0 0.0
C 1.523 -1.728 -1.564 0.0 0.0 0.0
O 1.701 -2.565 -2.440 0.0 0.0 0.0
O 1.476 -1.968 -0.299 0.0 0.0 -0.1
H -5.057 -0.936 -6.443 0.0 0.0 0.0
H -4.174 -2.321 -5.781 0.0 0.0 0.0
H -3.416 -1.309 -7.002 0.0 0.0 0.0
H -5.148 0.912 -4.992 0.0 0.0 0.0
H -2.932 2.274 -3.912 0.0 0.0 0.0
H -0.357 -1.055 -3.605 0.0 0.0 0.0
H -1.757 -1.645 -5.212 0.0 0.0 0.0
H 2.456 0.141 -1.902 0.0 0.0 0.0
H 1.160 -0.172 -3.024 0.0 0.0 0.0
```
Forces are in eV/Å.

**HOMO level**: -2.715 eV
**Energy**: -3105.4421 Eh
**Energy above the lowest of the compared OMol25 structures with the same formula, charge and spin**: 94.8 kcal per mole
**Orbital gap**: 6.876 eV
**Net charge**: -2

Atom charges from the Löwdin analysis, given in e for atoms 1 to 2: 0.844, 0.020

Molecular formula: C38H41BInN9O7S
Method: DFT, ωB97M-V/def2-TZVPD

Structure (XYZ):
```
98
Properties=species:S:1:pos:R:3:forces:R:3
In 0.118 0.837 -1.020 0.2 -0.1 -0.4
O -2.022 2.797 3.427 0.4 0.0 -0.2
C -3.288 2.595 3.044 -0.2 0.0 -0.1
C -4.280 2.495 4.023 0.0 0.0 0.0
C -5.600 2.286 3.663 0.0 0.0 0.0
C -5.953 2.173 2.322 0.0 0.0 0.0
C -4.965 2.259 1.352 0.0 0.0 0.0
C -3.632 2.466 1.684 -0.1 0.1 0.0
C -2.552 2.482 0.638 0.2 0.0 0.1
O -1.362 2.736 1.014 -0.1 0.1 0.2
N -2.949 2.171 -0.566 0.1 0.2 -0.2
N -1.908 2.045 -1.487 -0.3 -0.1 0.5
C -2.319 2.200 -2.693 0.0 0.1 -0.1
C -1.483 2.273 -3.867 0.0 0.0 0.0
C -2.078 2.272 -5.134 0.0 0.0 0.0
C -1.337 2.441 -6.283 0.1 0.0 0.0
C 0.048 2.640 -6.158 -0.1 0.0 -0.1
C 0.659 2.669 -4.928 0.0 0.0 0.1
C -0.080 2.475 -3.727 -0.1 -0.1 -0.2
O 0.500 2.484 -2.583 -0.1 -0.2 0.3
H -1.503 2.819 2.534 -0.1 0.0 0.1
H -3.984 2.580 5.061 0.0 0.0 0.0
H -6.358 2.206 4.434 0.0 0.0 0.0
H -6.986 2.009 2.038 0.0 0.0 0.0
H -5.206 2.157 0.302 0.0 0.0 0.0
H -3.391 2.375 -2.822 0.0 0.0 0.0
H -3.153 2.124 -5.195 0.0 0.0 0.0
H -1.808 2.420 -7.257 0.0 0.0 0.0
H 0.651 2.759 -7.052 0.0 0.0 0.0
H 1.731 2.781 -4.833 0.0 0.0 0.0
C 2.210 3.743 -0.681 0.0 0.0 0.0
C 1.849 3.046 0.584 0.1 -0.1 -0.1
C 2.011 3.506 1.892 0.1 0.1 0.0
C 1.540 2.493 2.701 -0.1 -0.1 0.0
C 1.482 2.447 4.192 0.0 0.0 0.0
N 1.111 1.496 1.912 0.2 0.0 -0.1
N 1.318 1.826 0.607 -0.3 0.3 0.1
B 0.680 0.078 2.362 0.0 0.0 0.0
N 1.701 -0.936 1.820 -0.1 0.0 0.2
N 1.993 -0.933 0.498 -0.1 0.1 0.0
C 3.109 -1.622 0.354 0.2 0.0 -0.1
C 3.771 -1.821 -0.972 0.0 0.1 0.0
C 3.547 -2.105 1.609 0.0 0.1 0.0
C 2.622 -1.637 2.519 0.0 0.0 -0.1
C 2.585 -1.817 4.003 0.0 0.0 0.0
N -0.758 -0.222 1.914 0.0 0.2 0.0
N -1.177 -0.137 0.619 0.2 -0.2 0.0
C -2.452 -0.516 0.589 -0.1 0.0 -0.1
C -3.291 -0.629 -0.638 -0.3 0.1 0.0
C -2.876 -0.815 1.888 0.0 -0.1 0.0
C -1.780 -0.615 2.695 0.0 0.0 0.0
C -1.680 -0.764 4.178 0.0 0.0 0.0
H 3.028 4.441 -0.492 0.0 0.0 0.0
H 2.499 3.031 -1.451 0.0 0.0 0.0
H 1.354 4.292 -1.074 0.0 0.0 0.0
H 2.423 4.450 2.208 0.0 0.0 0.0
H 1.878 3.382 4.590 0.0 0.0 0.0
H 0.452 2.339 4.530 -0.1 0.0 0.1
H 2.067 1.620 4.596 0.0 0.0 0.0
H 0.716 0.045 3.557 -0.1 0.0 0.0
H 3.812 -0.886 -1.530 0.1 0.0 0.1
H 4.780 -2.208 -0.818 0.0 0.0 0.0
H 3.225 -2.529 -1.596 0.1 0.2 0.1
H 4.419 -2.706 1.813 0.0 0.0 0.0
H 3.380 -2.501 4.299 0.0 0.0 0.0
H 2.729 -0.873 4.533 0.0 0.0 0.0
H 1.632 -2.233 4.335 0.0 0.0 0.0
H -2.707 -0.488 -1.544 -0.1 0.0 0.1
H -3.721 -1.630 -0.673 0.0 0.1 0.0
H -4.083 0.119 -0.612 0.0 0.0 0.0
H -3.860 -1.133 2.191 0.0 0.0 0.0
H -2.631 -1.135 4.558 0.0 0.0 0.0
H -0.893 -1.461 4.467 0.0 0.0 0.0
H -1.467 0.195 4.653 0.0 0.0 0.0
C 3.936 -6.018 -0.578 0.0 0.0 0.0
C 2.819 -5.085 -0.966 0.0 -0.1 0.0
C 1.980 -4.544 0.002 0.0 0.0 0.0
C 0.927 -3.713 -0.346 0.1 0.0 -0.1
C 0.704 -3.407 -1.682 -0.2 -0.2 0.0
C 1.525 -3.950 -2.662 0.0 0.1 0.0
C 2.582 -4.772 -2.300 -0.1 -0.1 -0.1
S -0.766 -2.471 -2.122 0.1 0.0 0.1
O -1.198 -3.083 -3.367 0.0 0.0 0.1
O -1.620 -2.621 -0.969 0.2 -0.3 -0.2
N -0.400 -0.942 -2.346 0.4 0.0 -0.4
C 0.475 -0.761 -3.535 -0.1 0.0 0.3
C 1.887 -0.295 -3.166 -0.2 0.1 -0.1
O 2.811 -0.543 -3.940 0.1 0.0 -0.1
O 1.991 0.363 -2.075 -0.1 0.0 0.3
H 4.383 -5.725 0.374 0.0 0.0 0.0
H 4.721 -6.029 -1.335 0.0 0.0 0.0
H 3.567 -7.041 -0.467 0.0 0.0 0.0
H 2.164 -4.756 1.050 0.0 0.0 0.0
H 0.280 -3.288 0.408 0.0 0.0 0.0
H 1.341 -3.713 -3.701 0.0 -0.1 0.0
H 3.235 -5.173 -3.068 0.0 0.0 0.0
H 0.043 0.003 -4.185 0.0 0.0 0.0
H 0.555 -1.660 -4.140 0.0 0.0 0.0
```
Forces are in eV/Å.

**HOMO level**: -2.257 eV
**Energy**: -3105.5931 Eh
**Energy above the lowest of the compared OMol25 structures with the same formula, charge and spin**: 0.0 kcal per mole
**Orbital gap**: 6.443 eV
**Net charge**: -2

Atom charges from the Löwdin analysis, given in e for atoms 1 to 2: 0.941, 0.020

Molecular formula: C38H41Cl2NO8TaTe
Method: DFT, ωB97M-V/def2-TZVPD

Structure (XYZ):
```
92
Properties=species:S:1:pos:R:3:forces:R:3
Ta -0.587 -0.973 0.978 -0.1 -0.2 0.9
Cl -1.292 -0.920 4.013 0.0 0.1 0.3
C -0.212 0.363 4.587 0.0 -0.1 -0.2
Cl 0.916 0.831 3.288 0.0 0.2 0.5
H 0.358 -0.006 5.426 0.1 -0.1 0.1
H -0.805 1.227 4.845 -0.1 0.1 0.0
C 1.842 -7.133 0.524 -0.1 0.0 0.0
O 0.457 -7.297 0.850 0.2 0.0 0.0
C -0.338 -6.236 0.848 -0.1 0.0 -0.1
C -1.664 -6.463 1.261 0.0 -0.1 0.0
C -2.528 -5.413 1.350 -0.1 0.0 0.0
C -2.125 -4.095 1.039 -0.1 0.1 0.0
C -2.979 -2.971 1.298 -0.1 0.0 0.1
C -4.448 -3.111 1.503 -0.1 0.0 0.1
O -2.530 -1.798 1.395 0.4 -0.1 0.1
C -0.816 -3.910 0.562 -0.2 0.3 0.1
O -0.404 -2.656 0.230 -0.3 -1.8 -1.2
C 0.069 -4.959 0.461 0.3 0.1 -0.2
H 2.311 -8.086 0.735 0.0 -0.1 0.0
H 2.295 -6.358 1.142 0.0 0.0 0.1
H 1.963 -6.893 -0.533 0.0 0.0 0.0
H -1.963 -7.472 1.515 0.0 0.1 0.0
H -3.528 -5.595 1.721 0.0 0.0 -0.1
H -4.833 -4.084 1.217 0.0 0.0 0.0
H -4.943 -2.338 0.916 0.0 0.0 0.0
H -4.684 -2.917 2.552 0.0 0.0 0.0
H 1.064 -4.761 0.087 -0.1 0.0 0.0
O -2.289 0.042 -0.384 0.7 -0.3 0.2
C -2.381 0.844 0.574 0.3 0.1 -0.3
O -1.357 0.800 1.416 -0.6 0.8 0.4
C -3.496 1.728 0.825 0.0 -0.1 -0.1
C -3.523 2.496 1.984 0.0 0.1 0.1
C -4.622 3.297 2.291 0.1 0.0 0.1
C -5.661 3.284 1.391 -0.1 0.1 0.1
O -6.817 3.961 1.463 -0.1 0.0 -0.1
C -7.591 3.605 0.299 0.3 -0.1 0.1
O -6.788 2.696 -0.464 -0.1 0.1 0.0
C -5.635 2.515 0.229 -0.1 0.0 -0.1
C -4.574 1.727 -0.088 0.1 -0.2 -0.2
H -2.673 2.470 2.655 0.0 0.0 0.0
H -4.664 3.894 3.191 0.0 0.0 0.0
H -7.798 4.496 -0.284 0.1 0.1 -0.1
H -8.509 3.117 0.611 -0.1 -0.1 0.1
H -4.548 1.125 -0.988 0.0 0.0 0.1
C 3.376 -1.952 2.002 -0.1 0.1 -0.1
C 1.947 -1.623 1.693 -0.1 0.1 -0.2
O 1.023 -2.177 2.325 -0.6 0.7 -0.4
N 1.522 -0.739 0.737 0.8 0.3 0.1
Te 2.829 0.665 0.137 0.2 -0.1 -0.2
C 3.372 0.267 -1.875 0.1 0.0 0.0
C 2.988 -0.817 -2.664 0.0 -0.1 0.0
C 2.098 -1.958 -2.233 0.1 0.0 -0.1
C 3.459 -0.850 -3.974 0.0 -0.1 0.0
C 4.286 0.128 -4.499 0.1 0.0 -0.1
C 4.785 0.058 -5.917 0.0 0.0 0.1
C 4.676 1.174 -3.667 0.0 0.0 -0.1
C 4.247 1.264 -2.356 0.0 0.1 0.1
C 4.730 2.423 -1.509 -0.2 -0.1 0.0
C 1.506 2.270 -0.092 0.0 -0.1 0.0
C 0.518 2.259 -1.087 0.1 -0.1 -0.1
C 0.324 1.150 -2.093 0.1 0.1 0.1
C -0.304 3.374 -1.184 -0.1 0.0 -0.1
C -0.153 4.477 -0.356 0.0 0.1 0.0
C -1.059 5.671 -0.477 0.0 0.0 0.0
C 0.864 4.460 0.597 0.0 0.1 0.0
C 1.709 3.375 0.759 0.0 0.0 0.1
C 2.801 3.479 1.803 -0.1 0.0 -0.2
H 3.411 -2.900 2.532 0.0 0.0 0.0
H 3.790 -1.186 2.662 0.0 0.0 0.0
H 3.990 -2.012 1.103 0.0 0.0 0.0
H 1.973 -2.026 -1.162 0.0 0.0 0.1
H 2.517 -2.900 -2.588 0.0 0.0 0.0
H 1.106 -1.864 -2.684 0.0 0.0 0.0
H 3.162 -1.685 -4.601 0.0 0.0 0.0
H 4.294 -0.735 -6.479 0.0 0.0 0.0
H 5.860 -0.131 -5.931 0.0 0.0 0.0
H 4.618 1.005 -6.433 0.0 0.0 0.0
H 5.340 1.941 -4.054 0.0 0.0 0.0
H 5.453 3.022 -2.057 0.0 0.0 0.0
H 5.235 2.081 -0.600 0.0 0.0 0.0
H 3.909 3.091 -1.228 0.0 0.0 0.0
H 0.860 0.240 -1.835 -0.2 0.0 0.0
H 0.681 1.470 -3.075 0.1 0.0 0.0
H -0.727 0.900 -2.195 -0.2 0.0 0.0
H -1.076 3.382 -1.949 0.0 0.0 0.1
H -1.761 5.559 -1.301 0.0 0.0 0.0
H -0.479 6.580 -0.638 0.0 0.0 0.0
H -1.629 5.810 0.444 0.0 0.0 0.0
H 1.006 5.331 1.231 0.0 -0.1 0.0
H 2.497 4.165 2.592 0.0 0.0 0.0
H 3.719 3.880 1.366 0.0 0.0 0.0
H 3.042 2.534 2.280 0.0 -0.1 0.0
```
Forces are in eV/Å.

**HOMO level (alpha / beta)**: -12.607 / -12.669 eV
**Energy**: -3374.3174 Eh
**Energy above the lowest of the compared OMol25 structures with the same formula, charge and spin**: 22.6 kcal per mole
**Orbital gap (alpha / beta)**: 7.293 / 7.039 eV
**2S+1**: 2
**Net charge**: +2

Atom charges from the Löwdin analysis, given in e for atoms 1 to 2: 1.823, 0.639